Computed, not measured: a single CH2F2S molecule in a non-equilibrium geometry, with wB97M-V/def2-TZVPD.

Calculated values
- SMILES string: FCSF
- Maximum force: 3.22 eV/Å
- Relative energy (zero: lowest compared OMol25 entry of this formula, charge and spin): 0.0 kJ/mol
- Total energy: -637.16934 Ha
- Total charge: 0

Geometry as XYZ:
```
6
Properties=species:S:1:pos:R:3:forces:R:3
F -0.678372 -1.391054 0.173658 -0.25 0.33 -0.07
C -0.528206 -0.040211 0.100330 1.42 1.88 2.19
S 1.191207 0.508835 0.428460 -0.75 -1.24 -2.56
F 1.882766 -0.014161 -1.016475 -0.20 0.58 1.23
H -0.809072 0.525578 1.070779 -0.77 -1.13 -1.07
H -1.058322 0.411015 -0.756751 0.55 -0.42 0.28
```
Positions in Å, forces in eV/Å.



Computed, not measured: a 2-piece molecular cluster, C5H13N3O2S overall in a non-equilibrium geometry, with wB97M-V/def2-TZVPD.

Calculated values
- Maximum force: 5.93 eV/Å
- Relative energy (zero: lowest compared OMol25 entry of this formula, charge and spin): 323.4 kJ/mol
- Total energy: -911.03748 Ha
- Total charge: 0

Geometry as XYZ:
```
24
Properties=species:S:1:pos:R:3:forces:R:3
C 2.029569 -0.608661 -0.907196 -2.63 -1.02 -0.78
C 1.396908 1.439270 -0.039378 -1.20 -5.60 1.53
C 1.023761 -1.535498 -0.122662 1.28 1.82 0.44
C 0.420113 0.536020 0.849873 -1.63 1.69 0.64
C -1.080610 -0.381161 -0.821606 -2.58 2.23 4.04
N 2.537878 0.613717 -0.342018 0.54 -0.95 -1.00
N -0.823953 -1.567692 1.251161 0.80 -2.11 -0.54
N -0.181855 -0.769957 0.284914 1.75 2.18 2.02
O -4.823402 2.074088 -0.520505 -0.17 0.34 -0.56
O -3.147765 0.939557 0.928544 -3.59 1.33 -0.09
S -4.552890 1.369368 0.680322 3.28 -1.32 1.09
H 2.680189 -1.351909 -1.240734 2.33 -0.64 -0.19
H 1.498803 -0.452514 -1.835892 -0.20 0.95 -0.53
H 1.023533 1.698513 -0.939795 -1.59 1.06 -2.90
H 1.524904 2.238873 0.535870 1.27 3.45 2.21
H 0.637104 -2.254972 -0.829886 0.46 -0.92 0.32
H 1.575051 -1.850362 0.820463 -1.39 -0.26 -1.21
H 1.027899 0.411467 1.732626 0.28 -1.32 0.24
H -0.473787 1.021556 1.348044 0.73 0.05 -1.19
H -0.768355 0.291322 -1.528050 1.65 2.04 -1.43
H -1.258289 -1.226458 -1.325985 -1.42 -3.35 -1.59
H -2.021691 0.126251 -0.268472 2.41 -1.81 -1.77
H 3.136504 0.302621 0.392315 0.26 0.64 1.09
H -1.379617 -1.063438 1.898046 -0.63 1.52 0.16
```
Positions in Å, forces in eV/Å.



Computed, not measured: C22H9Cl5N4ORhSSeTe as an isolated structure in a non-equilibrium geometry, with wB97M-V/def2-TZVPD.

Calculated values
- Maximum force: 1.19 eV/Å
- Relative energy (zero: lowest compared OMol25 entry of this formula, charge and spin): 31.5 kJ/mol
- Total energy: -6617.01345 Ha
- Total charge: +1

Geometry as XYZ:
```
45
Properties=species:S:1:pos:R:3:forces:R:3
Rh -0.219726 0.045467 -0.408854 -0.37 0.37 -0.33
Se -6.703092 3.972943 0.039117 -0.03 0.01 0.00
N -5.373799 3.974719 -1.136768 0.03 0.01 -0.01
C -4.501691 3.090955 -0.730247 -0.01 0.00 -0.01
C -3.261533 2.801079 -1.442340 0.01 0.01 0.00
C -2.879274 3.429953 -2.628350 -0.01 0.00 0.01
C -1.685554 3.073544 -3.216697 0.00 0.00 0.00
C -0.892864 2.101355 -2.615679 0.01 0.01 0.00
N -1.244906 1.497113 -1.485804 0.01 -0.09 -0.02
C -2.415372 1.839298 -0.904369 0.01 0.00 0.01
C -2.749040 1.133940 0.324659 -0.01 0.01 -0.01
N -1.853137 0.217706 0.743832 0.06 -0.01 -0.07
C -2.080079 -0.476402 1.852984 0.01 0.00 0.04
C -3.238533 -0.281019 2.600486 0.02 -0.01 -0.01
C -4.165077 0.651067 2.188538 -0.01 0.02 -0.01
C -3.922609 1.381500 1.022088 0.00 -0.02 0.02
C -4.828218 2.390805 0.485170 -0.02 0.01 0.00
N -5.960997 2.716014 1.048905 0.02 -0.01 0.02
H -3.524820 4.181778 -3.062365 0.00 0.00 0.00
H -1.352720 3.534819 -4.134938 0.00 0.00 0.00
H 0.051114 1.802132 -3.050935 0.00 0.01 0.00
H -1.313485 -1.188176 2.133773 0.01 0.02 0.00
H -3.389623 -0.863739 3.497353 0.00 0.00 0.00
H -5.074637 0.831605 2.745780 0.00 0.00 0.00
Cl 5.436267 -4.154084 -0.516939 -0.03 0.00 0.01
C 3.990772 -3.306958 -0.147689 0.04 0.01 -0.03
C 3.500757 -2.351487 -1.030280 0.03 0.00 0.04
Cl 4.307710 -1.989404 -2.499102 -0.01 0.00 0.01
C 2.335425 -1.676121 -0.698105 -0.09 0.04 0.05
Cl 1.673457 -0.443199 -1.757724 0.04 -0.04 -0.08
C 1.628208 -1.902173 0.477718 0.44 0.08 -0.32
O 0.568401 -1.217662 0.819825 -0.44 -1.04 0.21
C 2.135656 -2.872610 1.343745 0.04 -0.07 -0.01
Cl 1.241558 -3.120022 2.773861 -0.02 -0.33 0.35
C 3.296796 -3.565064 1.043617 0.02 0.01 -0.01
Cl 3.895836 -4.728026 2.147568 0.00 -0.01 0.01
Te 1.030227 1.581226 1.168763 0.22 1.17 0.02
C 2.010839 0.501174 2.606413 0.01 -0.25 0.05
C 3.263287 -0.057809 2.524115 -0.03 0.09 0.04
C 3.657847 -0.685966 3.727881 0.00 0.01 0.04
C 2.701357 -0.592247 4.699406 0.00 0.02 0.02
S 1.323371 0.248674 4.161815 0.08 0.01 -0.03
H 3.878472 0.001525 1.636584 -0.01 -0.01 0.00
H 4.608932 -1.176634 3.873624 0.00 0.00 0.00
H 2.752365 -0.966998 5.709524 0.01 -0.01 0.00
```
Positions in Å, forces in eV/Å.



Computed, not measured: an isolated ion of composition H2N3O2S and charge -1 in a non-equilibrium geometry, with wB97M-V/def2-TZVPD.

Calculated values
- SMILES string: O=NN([O-])NS
- Maximum force: 6.11 eV/Å
- Relative energy (zero: lowest compared OMol25 entry of this formula, charge and spin): 290.1 kJ/mol
- Total energy: -713.97673 Ha
- Total charge: -1

Geometry as XYZ:
```
8
Properties=species:S:1:pos:R:3:forces:R:3
O 2.668723 -0.775319 0.480941 -2.27 0.51 -1.20
N 1.361575 -0.705917 0.425115 0.83 0.35 1.04
N 0.762650 0.210176 -0.239558 -0.50 1.31 -1.28
O 1.051523 1.169321 -1.092173 1.83 -0.51 0.26
N -0.600862 0.472346 0.084543 -1.07 -5.03 3.31
S -1.869913 -0.680650 -0.266618 0.45 -0.16 0.34
H -0.951134 1.224788 -0.357198 0.12 3.33 -2.14
H -2.422562 -0.914747 0.964950 0.61 0.19 -0.34
```
Positions in Å, forces in eV/Å.